[1]
{
  "formula": "C6H10O",
  "method": "ωB97M-V with the def2-TZVPD basis set",
  "elements": ["O", "C", "C", "C", "C", "C", "C", "H", "H", "H", "H", "H", "H", "H", "H", "H", "H"],
  "positions_angstrom": [[-0.568525, -0.189663, 1.671603], [1.854694, -0.029705, -0.113025], [-0.114671, 1.240213, -0.238040], [-0.493118, -0.176951, 0.250203], [-1.838435, -0.679589, -0.232328], [1.394205, 1.222978, -0.127145], [0.716056, -1.021412, -0.213088], [-0.616894, 2.011812, 0.355866], [-0.412200, 1.382865, -1.287812], [2.007875, 2.119250, -0.101811], [0.287208, 0.119511, 2.002006], [-2.635055, -0.027930, 0.140659], [-2.016897, -1.688977, 0.151971], [0.588149, -1.342120, -1.257849], [-1.880536, -0.703197, -1.325601], [2.902755, -0.313766, -0.074653], [0.825393, -1.923319, 0.399039]],
  "forces_ev_per_a": [[0.208, 0.076, 0.154], [-0.024, 0.150, -0.011], [-0.043, 0.032, 0.027], [-0.068, -0.038, -0.346], [-0.033, -0.009, -0.035], [0.080, -0.128, -0.008], [-0.015, -0.042, 0.023], [0.112, -0.118, -0.047], [0.022, -0.022, 0.152], [-0.081, -0.149, -0.015], [-0.143, -0.046, 0.011], [0.098, -0.087, -0.065], [0.015, 0.130, -0.064], [0.005, 0.031, 0.150], [0.008, 0.006, 0.143], [-0.161, 0.056, -0.017], [0.021, 0.158, -0.050]],
  "smiles": "CC1(O)CC=CC1",
  "e_above_lowest_kj_mol": 0.04,
  "lumo_energy_ev": 1.02,
  "orbital_gap_ev": 10.51
}

---

[2]
{
  "formula": "C4H9NO2",
  "method": "ωB97M-V with the def2-TZVPD basis set",
  "elements": ["O", "O", "N", "C", "C", "C", "C", "H", "H", "H", "H", "H", "H", "H", "H", "H"],
  "positions_angstrom": [[1.922095, -1.612429, -0.269415], [-0.318890, -1.932742, 1.178923], [1.076347, 0.534863, -0.100419], [-0.876875, -1.021170, 0.279154], [2.017537, -0.397106, -0.363159], [-1.172665, 1.377463, -0.402150], [-0.305763, 0.397886, 0.386150], [-0.318881, 0.663340, 1.452007], [2.957361, 0.067773, -0.713391], [-1.206394, 1.087871, -1.458760], [0.562620, -2.134332, 0.814680], [1.388444, 1.489851, -0.212844], [-0.781615, 2.399934, -0.340930], [-2.194488, 1.388926, -0.010471], [-0.806438, -1.365747, -0.764790], [-1.942392, -0.944380, 0.525421]],
  "forces_ev_per_a": [[-0.024, 0.403, -0.007], [0.154, -0.108, -0.017], [0.116, -0.053, -0.023], [-0.204, 0.245, -0.183], [0.016, -0.151, -0.031], [-0.059, 0.027, -0.019], [-0.128, -0.051, 0.079], [0.014, -0.027, -0.133], [-0.106, -0.039, 0.052], [-0.006, 0.046, 0.150], [-0.046, -0.026, 0.116], [-0.014, -0.161, -0.019], [-0.046, -0.153, -0.001], [0.158, -0.004, -0.045], [0.038, 0.028, 0.137], [0.137, 0.025, -0.056]],
  "smiles": "C[C@@H](CO)NC=O",
  "e_above_lowest_kj_mol": 80.08,
  "lumo_energy_ev": 0.70,
  "orbital_gap_ev": 10.65
}

---

[3]
{
  "formula": "C4H7NO5P",
  "method": "ωB97M-V with the def2-TZVPD basis set",
  "elements": ["P", "O", "O", "O", "O", "O", "N", "C", "C", "C", "C", "H", "H", "H", "H", "H", "H", "H"],
  "positions_angstrom": [[-2.123130, -0.762920, 0.151095], [-3.320763, -0.127461, -0.386766], [-1.708295, -0.357104, 1.522800], [0.508813, -2.278801, -0.775341], [2.107848, -0.900401, 1.305402], [0.207962, 1.652479, 1.532460], [1.006370, -0.414948, 0.610238], [-0.075030, -0.088623, -1.468168], [0.364486, 1.247831, -0.955983], [1.007774, 0.976870, 0.485754], [0.519463, -1.056496, -0.580797], [2.079119, 1.389850, 0.530488], [-0.655015, 1.226913, 1.510909], [-0.499861, 1.958490, -0.745340], [1.130902, 1.654972, -1.580597], [-0.455974, -0.094963, -2.442632], [1.933565, -1.873333, 1.411354], [-2.028231, -2.152363, -0.124883]],
  "forces_ev_per_a": [[0.728, 0.972, 0.613], [-0.983, 0.112, -1.366], [0.439, -0.686, -0.447], [0.756, -0.094, 1.071], [0.300, -1.836, 0.102], [1.995, -0.129, -1.107], [-0.751, -0.464, -1.236], [-0.332, 0.672, 4.143], [-1.104, 0.453, 2.214], [-0.395, 2.178, -0.190], [-0.204, -0.852, -1.691], [-1.590, -0.423, 0.307], [-0.348, -0.592, 0.140], [1.235, -0.499, -0.649], [0.308, 0.774, -0.580], [-0.357, -1.110, -1.132], [-0.021, 1.246, -0.194], [0.323, 0.278, 0.003]],
  "e_above_lowest_kj_mol": 305.45,
  "total_charge": -1,
  "lumo_energy_ev": 3.73,
  "orbital_gap_ev": 7.80
}

---

[4]
{
  "formula": "C5H7NO2",
  "method": "ωB97M-V with the def2-TZVPD basis set",
  "elements": ["O", "O", "N", "C", "C", "C", "C", "C", "H", "H", "H", "H", "H", "H", "H"],
  "positions_angstrom": [[-0.437795, -0.456525, 1.370104], [-1.347249, -1.241351, -0.544647], [2.034771, -0.039283, -0.095569], [-0.041663, -1.006875, 0.329056], [-1.683960, 0.091342, -0.417509], [-0.307979, 0.923278, -0.424236], [-0.929880, 0.730166, 0.746508], [0.679400, -0.152110, -0.643971], [1.932505, -0.016493, 0.970561], [2.702347, -0.721521, -0.016757], [-1.084498, 1.674220, 1.510192], [0.158779, 1.893218, -0.779013], [0.651154, -0.249111, -1.663577], [-2.580441, 0.540165, -0.933138], [0.254516, -1.969114, 0.591989]],
  "forces_ev_per_a": [[-0.574, 4.193, 4.785], [0.170, 1.120, 1.289], [-1.372, 4.029, 3.217], [-0.440, -7.369, -5.917], [-0.689, 3.074, -1.834], [3.715, 3.319, -5.535], [-4.193, 2.372, 7.476], [1.787, -0.694, 3.314], [-0.288, 1.032, -1.636], [1.485, -2.966, -1.791], [-0.376, -2.859, -1.932], [-1.682, -0.795, 0.217], [0.257, -1.702, -2.330], [1.075, -0.907, 0.925], [1.126, -1.849, -0.248]],
  "e_above_lowest_kj_mol": 530.83,
  "lumo_energy_ev": 0.83,
  "orbital_gap_ev": 9.57
}

---

[5]
{
  "formula": "C6H12O",
  "method": "ωB97M-V with the def2-TZVPD basis set",
  "elements": ["O", "C", "C", "C", "C", "C", "C", "H", "H", "H", "H", "H", "H", "H", "H", "H", "H", "H", "H"],
  "positions_angstrom": [[3.415712, 1.528820, 3.608151], [-2.877292, 0.102957, 0.793086], [0.848279, 0.814485, -1.587826], [0.938933, -1.606091, -1.923408], [0.403804, -0.394095, -1.192932], [-0.938571, -0.643343, -0.603304], [-1.805637, 0.296623, -0.247017], [1.906724, 0.821047, -1.794964], [0.313687, 1.731360, -1.402364], [0.466476, -1.793762, -2.891751], [3.899663, 1.474049, 4.437420], [-1.050200, -1.663214, -0.254245], [-2.572406, -0.655541, 1.508774], [-3.825094, -0.282551, 0.398891], [1.984244, -1.443697, -2.222260], [-1.460537, 1.320480, -0.348582], [0.991335, -2.520236, -1.323293], [-3.179081, 1.020919, 1.295474], [2.539961, 1.891789, 3.750150]],
  "forces_ev_per_a": [[0.346, -0.207, -0.474], [-0.966, -0.517, -0.570], [0.477, -0.975, 1.569], [2.030, -0.279, 0.489], [-1.817, 0.139, -2.559], [0.675, 0.252, 0.512], [0.654, 0.309, 1.436], [0.034, 0.496, -0.885], [0.131, 0.189, 0.177], [-0.571, 0.057, 0.430], [-0.407, 0.169, 0.069], [-0.423, -0.180, -0.161], [0.131, 0.124, 0.274], [0.104, 0.021, -0.295], [-0.040, 0.163, 0.155], [-0.379, 0.120, -0.577], [-0.456, 0.031, -0.078], [0.413, 0.049, 0.085], [0.063, 0.035, 0.403]],
  "smiles": "C=C(C)/C=C/C.O",
  "e_above_lowest_kj_mol": 223.90,
  "lumo_energy_ev": 0.75,
  "orbital_gap_ev": 9.18
}